Record 1
Formula: C11H29BClGaN3O6
Source: the OMol25 dataset
Level of theory: the ωB97M-V functional and the def2-TZVPD basis

Values from the calculation:
Charge   -1
Kohn-Sham gap   0.25658 Eh

Geometry as XYZ:
```
52
C11H29BClGaN3O6 | the OMol25 dataset | the ωB97M-V functional and the def2-TZVPD basis
C 3.5579 4.6688 0.3119
B -0.8468 0.7913 1.6763
N -0.1499 -5.3168 -1.8654
H 2.2429 -0.1631 2.8136
H 2.9680 -0.3920 1.1846
C 4.1604 2.2330 0.6340
H 3.3941 2.7964 2.5623
H 3.6988 3.0909 -1.0983
C -2.1080 3.5340 -2.3497
O 4.3182 1.1400 0.1195
H -1.5524 -2.2992 0.6904
H -3.6721 0.1613 0.7121
H -0.6311 -6.9874 -3.0292
H 5.1160 3.1776 2.3161
O -1.3997 4.3934 -2.8595
H -3.6320 3.9316 -3.5662
H -0.6358 2.9233 -0.9386
H -4.6317 1.6845 -3.1271
O 0.4132 0.4903 1.1732
H -1.1725 -5.9056 0.6511
H 0.2525 -1.4410 1.9806
C -1.6531 2.6626 -1.2109
C 4.3278 2.4491 2.1188
H 0.7200 -7.2188 -1.9055
H -2.1160 -4.4004 0.6890
Cl -3.5205 -0.3660 3.8034
Ga -2.5567 -0.4312 1.7258
C 2.2802 -0.7809 1.9254
C -0.2596 -6.7513 -2.0292
C -1.7091 -5.1764 0.0410
H -1.6785 1.6122 -1.5031
H 2.6200 -1.7769 2.1916
H 4.2419 5.3524 -0.1957
H -0.0931 2.4286 2.3606
N -3.3729 3.3267 -2.8041
H 2.5344 4.9557 0.0650
H 0.4565 -4.8085 -2.4888
H 4.5993 1.5029 2.5753
H -0.9405 -7.1701 -1.2968
C -0.7759 -4.5225 -0.9479
H -3.9459 1.7768 -1.4983
O -2.2336 -2.2460 1.3775
C 0.8824 -0.8490 1.3290
H 0.9677 -1.3063 0.3490
O -0.5817 -3.3224 -0.9350
N 3.8068 3.3074 -0.1204
O -0.9725 2.0967 2.1207
H -2.5308 -5.6736 -0.4778
H -5.2423 2.8820 -1.9720
H 3.6984 4.7657 1.3827
H -2.2945 2.8080 -0.3414
C -4.3475 2.3622 -2.3196
```

Record 2
Formula: C11H29Br4N7O14
Source: the OMol25 dataset
Level of theory: the ωB97M-V functional and the def2-TZVPD basis

Values from the calculation:
Charge   0
Energy above the lowest of the compared OMol25 structures with the same formula, charge and spin   382.27 kcal/mol
Kohn-Sham gap   0.29270 Eh

Geometry as XYZ:
```
65
C11H29Br4N7O14 | the OMol25 dataset | the ωB97M-V functional and the def2-TZVPD basis
N -28.9000 14.9372 -20.6609
H -27.4137 15.9493 -15.5216
H -29.4722 19.1986 -17.2132
H -32.2674 15.8710 -16.5416
H -29.1277 13.7142 -16.6238
Br -27.9724 21.1565 -17.0832
C -29.2615 13.3603 -15.6016
Br -26.4883 19.0573 -19.5688
C -25.7465 17.3515 -20.3197
H -31.2052 19.7621 -15.2744
H -30.5233 15.9385 -16.3282
C -25.2324 16.6116 -13.6838
H -24.8612 17.4854 -13.1482
C -26.1372 16.2879 -19.2175
H -30.3372 16.2743 -19.8206
H -27.1206 13.3708 -18.7609
H -25.8480 16.5335 -18.1956
H -28.2551 13.2158 -15.2087
H -30.2759 21.0961 -14.8319
O -29.3210 17.7398 -16.9173
O -24.6623 18.4269 -15.0367
H -27.7770 17.5561 -14.8852
N -26.8946 14.5259 -17.0625
O -28.9723 14.7307 -21.8821
O -31.0288 18.2774 -14.9961
C -27.4198 17.0129 -15.7601
N -29.8357 14.4185 -14.7073
H -25.4461 13.4850 -17.9622
O -26.1569 14.8932 -16.1442
H -26.1710 19.1429 -17.0967
O -25.5662 19.9667 -14.0835
O -27.9237 15.0744 -17.4013
H -29.8965 12.4806 -15.4967
N -28.1729 17.3290 -16.9858
H -25.9490 17.1538 -21.3723
N -24.1501 15.7645 -14.1623
H -28.9588 16.8906 -20.9278
H -27.5080 18.9577 -15.9325
H -26.5971 12.4320 -17.2192
H -26.6242 20.5428 -16.0859
O -30.9916 14.3810 -14.3300
H -25.8253 16.9886 -14.5170
O -23.3052 15.4238 -13.3625
C -26.5581 19.4556 -16.1269
H -28.6156 16.4798 -19.2724
C -31.4764 16.1910 -15.8634
Br -28.8490 19.0482 -14.4226
H -27.2151 16.1609 -19.3183
C -30.1882 20.1453 -15.3576
H -31.6062 15.8286 -14.8436
N -31.5600 17.7188 -15.9224
C -29.6449 20.2154 -16.8605
O -24.2791 15.3679 -15.3505
O -27.5618 17.0720 -18.0104
O -28.4292 14.0684 -19.8951
H -24.6566 17.3476 -20.3320
N -25.5627 19.2156 -14.9892
O -29.0930 15.3094 -14.3795
H -30.3679 20.7131 -17.5067
C -26.5172 13.3138 -17.8548
Br -25.1786 14.5811 -19.5459
H -25.8454 15.8786 -13.1594
C -29.2847 16.2565 -20.1033
H -26.4028 17.3379 -15.9795
O -32.1946 18.2202 -16.8486
```

Record 3
Formula: C11H30AsBIN3PdS
Source: the OMol25 dataset
Level of theory: the ωB97M-V functional and the def2-TZVPD basis

Values from the calculation:
Charge   0
Energy above the lowest of the compared OMol25 structures with the same formula, charge and spin   0.00 kcal/mol
Kohn-Sham gap (spin up / spin down)   0.26138 / 0.26098 Eh

Geometry as XYZ:
```
49
C11H30AsBIN3PdS | the OMol25 dataset | the ωB97M-V functional and the def2-TZVPD basis
N 0.3212 -0.9590 2.3094
H 0.6880 -3.0358 2.2618
H 2.1382 -0.7352 3.3717
C -1.6225 4.3741 -0.7258
H -0.1765 -0.0184 4.1480
C 1.7298 -0.5568 2.3626
C 2.6073 -1.3028 1.3498
H 2.8028 0.9836 0.0184
H -0.9217 -2.5626 2.8135
C -2.8761 2.4671 1.3370
H 1.8641 -3.0505 -0.5169
H -0.4316 0.9664 2.6837
H 3.6545 -1.0103 1.5247
C -0.4988 -0.0422 3.0973
H 1.1649 -1.0414 -4.9906
H 0.4704 -2.3603 3.8911
C -2.7220 1.7464 -1.7234
I -2.7057 -1.6044 0.3273
H -0.7951 -1.5416 -5.0143
S 0.2687 1.9872 0.3081
C 0.1356 -2.3022 2.8448
H 2.5230 -2.3776 1.5300
H 1.7799 0.5152 2.1545
H -0.2137 0.2917 -5.4799
H -1.5412 -0.3649 3.0615
H -1.1217 -2.6725 -1.5956
H -3.2421 0.8360 -1.4319
H -2.3798 3.0208 2.1406
Pd -0.1346 -0.5203 -0.0805
H 2.1709 -1.9946 -1.8995
H 3.5246 -2.5028 -0.8605
H -3.4432 2.5111 -2.0032
C -0.0943 -0.3171 -3.3331
H -2.0579 1.5294 -2.5581
H -3.8245 2.9483 1.1004
H -3.0629 1.4412 1.6606
As -1.6953 2.4795 -0.2381
H -2.6215 4.8064 -0.7065
C 2.4643 -2.2142 -0.8740
H -0.9691 4.9184 -0.0395
H 4.0362 -0.1170 -0.6455
C -0.8881 -2.4594 -0.5563
H 2.5978 0.3085 -1.6015
B 0.0291 -0.6840 -4.8223
C 2.9583 0.0957 -0.5937
N -0.2448 0.0582 -2.2443
N 2.2244 -1.0391 -0.0424
H -1.2136 4.4528 -1.7362
H -0.6556 -3.3503 0.0165
```